## 1
DFT (the ωB97M-V functional and the def2-TZVPD basis) results for an isolated molecule of C2H9N3.

Structure (ORCA input):
```
! RIJCOSX wB97M-V def2-TZVPD def2/J DEFGRID3
* xyz 0 1
C 0.467 0.049 0.354
C -0.779 -0.639 -0.249
N 1.722 -0.624 0.023
N 0.479 1.430 -0.075
N -2.034 0.001 0.091
H 0.384 0.050 1.449
H 1.265 1.912 0.344
H 1.768 -1.537 0.458
H 1.790 -0.757 -0.982
H 0.594 1.475 -1.084
H -1.977 0.981 -0.170
H -2.171 -0.028 1.097
H -0.818 -1.680 0.086
H -0.691 -0.634 -1.342
*
```

Summary:
- SMILES = NCC(N)N
- LUMO (hartree) = 0.04107
- frontier orbital gap (eV) = 9.9
- HOMO (hartree) = -0.3222

These are the natural (NBO) partial charges, in e, on atoms 1 to 8: number 1, C, carries 0.088; number 2, C, carries -0.234; number 3, N, carries -0.849; number 4, N, carries -0.842; number 5, N, carries -0.828; number 6, H, carries 0.167; number 7, H, carries 0.369; number 8, H, carries 0.357


## 2
DFT (the ωB97M-V functional and the def2-TZVPD basis) results for an isolated molecule of C2H9N3.

Structure (ORCA input):
```
! RIJCOSX wB97M-V def2-TZVPD def2/J DEFGRID3
* xyz 0 1
C -1.566 -0.273 0.484
N -0.641 -0.163 -0.621
H -0.885 -0.744 -1.416
H 0.770 -1.231 0.495
H -1.289 0.420 1.282
H -1.590 -1.291 0.904
H -2.573 -0.013 0.147
N 1.076 1.387 0.373
C 0.897 0.335 -0.550
N 1.570 -0.845 -0.134
H 0.924 1.094 1.331
H 0.485 2.180 0.162
H 1.659 -1.509 -0.894
H 1.162 0.653 -1.563
*
```

Summary:
- SMILES = CNC(N)N
- LUMO (hartree) = 0.03762
- frontier orbital gap (eV) = 8.9
- HOMO (hartree) = -0.2881

These are the natural (NBO) partial charges, in e, on atoms 1 to 8: number 1, C, carries -0.422; number 2, N, carries -0.748; number 3, H, carries 0.360; number 4, H, carries 0.362; number 5, H, carries 0.190; number 6, H, carries 0.159; number 7, H, carries 0.197; number 8, N, carries -0.824


Tell me which of them is the most stable. Sure, it is 1.